Entry 1:
Molecular formula: C6H5N
Method: DFT, ωB97M-V with the def2-TZVPD basis set

Kohn-Sham gap, eV: 10.4
SMILES: C#C[C@@H]1N[C@@H]1C#C
M, g/mol: 91.11
E, eV: -7788.023

The geometry in ORCA input format:
```
! RIJCOSX wB97M-V def2-TZVPD def2/J DEFGRID3
* xyz 0 1
C -1.832 0.782 1.213
C -1.260 -0.041 0.545
C -0.555 -1.056 -0.211
N 0.652 -1.656 0.358
C 0.805 -0.743 -0.768
C 1.205 0.637 -0.623
C 1.242 1.838 -0.546
H -2.334 1.510 1.813
H -1.185 -1.733 -0.782
H 0.883 -1.191 1.233
H 1.106 -1.235 -1.691
H 1.153 2.898 -0.483
*
```



Entry 2:
Molecular formula: C25H25IN3O4STeW
Method: DFT, ωB97M-V with the def2-TZVPD basis set

Kohn-Sham gap (alpha / beta), eV: 6.6 / 7.0
M, g/mol: 901.90
Expectation value of S²: 2.026
E, eV: -67039.336

The geometry in ORCA input format:
```
! RIJCOSX wB97M-V def2-TZVPD def2/J DEFGRID3
* xyz 1 3
W -0.870 -0.257 -0.566
C 2.170 3.091 2.561
C 1.820 1.711 2.083
C 2.774 0.946 1.395
C 2.495 -0.335 0.970
C 1.244 -0.904 1.235
C 0.279 -0.155 1.917
C 0.576 1.153 2.321
H 2.492 3.722 1.729
H 2.998 3.053 3.270
H 1.325 3.570 3.052
H 3.755 1.370 1.210
H 3.257 -0.922 0.473
H 1.072 -1.954 1.034
H -0.641 -0.618 2.255
H -0.172 1.716 2.867
C 3.738 -2.636 -2.522
C 2.436 -1.942 -2.802
C 1.227 -2.490 -2.385
C 0.018 -1.852 -2.662
C 0.038 -0.606 -3.297
C 1.232 -0.053 -3.742
C 2.413 -0.736 -3.510
S -1.484 0.255 -3.592
O -2.332 -0.472 -4.477
O -1.177 1.630 -3.848
N -2.057 0.107 -2.040
C -3.391 0.620 -1.716
C -3.259 1.348 -0.385
O -3.990 2.202 0.009
O -2.168 0.945 0.319
H 3.587 -3.692 -2.307
H 4.235 -2.187 -1.659
H 4.417 -2.550 -3.369
H 1.211 -3.451 -1.886
H -0.923 -2.368 -2.514
H 1.223 0.900 -4.254
H 3.346 -0.322 -3.874
H -4.085 -0.216 -1.588
H -3.780 1.290 -2.481
I 3.412 4.265 -1.738
C 1.718 3.258 -1.167
C 0.563 3.781 -0.615
N -0.255 2.759 -0.364
N 0.298 1.584 -0.732
C 1.498 1.886 -1.227
H 0.281 4.795 -0.387
H -1.162 2.742 0.085
H 2.148 1.110 -1.590
Te -1.775 -2.699 0.169
C -2.413 -2.314 2.149
C -1.834 -3.017 3.200
C -2.243 -2.775 4.505
C -3.227 -1.831 4.762
C -3.806 -1.131 3.712
C -3.404 -1.373 2.406
H -1.064 -3.754 3.008
H -1.793 -3.328 5.318
H -3.546 -1.644 5.778
H -4.578 -0.398 3.906
H -3.870 -0.827 1.597
*
```



Entry 3:
Molecular formula: C5H8O
Method: DFT, ωB97M-V with the def2-TZVPD basis set

Kohn-Sham gap, eV: 11.3
SMILES: C1CC1[C@H]1CO1
M, g/mol: 84.12
E, eV: -7360.016

The geometry in ORCA input format:
```
! RIJCOSX wB97M-V def2-TZVPD def2/J DEFGRID3
* xyz 0 1
C 0.066 1.408 1.009
C 1.345 0.650 0.817
C 0.012 -0.039 0.617
C -0.542 -0.418 -0.725
C -0.878 -1.809 -1.028
O -1.901 -0.860 -0.779
H -0.211 2.122 0.239
H -0.252 1.678 2.011
H 1.922 0.400 1.708
H 1.966 0.877 -0.046
H -0.263 -0.746 1.397
H -0.362 0.264 -1.557
H -0.781 -2.211 -2.037
H -0.794 -2.540 -0.227
*
```



Entry 4:
Molecular formula: C36H28IMgN6O4S2
Method: DFT, ωB97M-V with the def2-TZVPD basis set

Kohn-Sham gap, eV: 6.7
M, g/mol: 824.00
E, eV: -90139.724

The geometry in ORCA input format:
```
! RIJCOSX wB97M-V def2-TZVPD def2/J DEFGRID3
* xyz -1 1
Mg -1.198 0.058 -0.195
N 0.975 -2.437 2.877
C 0.239 -1.306 2.621
S -1.264 -1.095 3.351
N 0.868 -0.338 1.956
N 0.119 0.549 1.330
C 0.392 1.819 1.434
C 1.437 2.319 2.360
C 1.079 3.118 3.447
C 2.031 3.534 4.363
C 3.357 3.159 4.205
C 3.721 2.355 3.135
C 2.766 1.926 2.226
C -0.575 2.708 0.804
C -0.530 4.105 0.918
C -1.597 4.851 0.457
C -2.662 4.209 -0.163
C -2.581 2.836 -0.337
N -1.583 2.108 0.147
H 0.416 -3.204 3.208
H 1.667 -2.670 2.179
H 0.039 3.391 3.578
H 1.732 4.140 5.209
H 4.101 3.484 4.921
H 4.754 2.057 3.010
H 3.043 1.286 1.400
H 0.322 4.582 1.380
H -1.603 5.928 0.569
H -3.523 4.755 -0.520
H -3.343 2.295 -0.887
C 4.957 -5.042 -0.019
C 3.658 -4.323 -0.272
C 3.570 -2.940 -0.152
C 2.385 -2.272 -0.428
C 1.272 -2.997 -0.818
C 1.337 -4.378 -0.930
C 2.525 -5.036 -0.659
S -0.290 -2.185 -1.159
O -0.951 -2.987 -2.151
O -0.952 -2.055 0.129
N 0.065 -0.703 -1.577
C 0.581 -0.402 -2.817
C 1.118 -1.331 -3.697
C 1.656 -0.946 -4.933
C 1.691 0.365 -5.319
C 1.159 1.351 -4.464
C 1.146 2.724 -4.791
C 0.583 3.619 -3.927
C 0.046 3.141 -2.717
N 0.064 1.881 -2.366
C 0.597 0.979 -3.214
H 5.657 -4.410 0.526
H 5.423 -5.325 -0.965
H 4.796 -5.954 0.556
H 4.440 -2.376 0.164
H 2.315 -1.196 -0.333
H 0.446 -4.914 -1.233
H 2.575 -6.114 -0.754
H 1.094 -2.378 -3.432
H 2.051 -1.711 -5.590
H 2.105 0.663 -6.276
H 1.587 3.044 -5.728
H 0.545 4.677 -4.149
H -0.406 3.830 -2.013
I -6.571 -2.565 4.507
C -5.809 -1.742 2.719
C -4.900 -0.703 2.797
C -4.371 -0.190 1.622
C -4.763 -0.695 0.389
C -5.709 -1.711 0.338
C -6.235 -2.247 1.504
C -4.140 -0.170 -0.893
O -4.875 0.159 -1.818
O -2.861 -0.110 -0.896
H -4.576 -0.322 3.755
H -3.640 0.608 1.668
H -6.032 -2.085 -0.625
H -6.958 -3.050 1.459
*
```



Which formula does entry 1 have?
C6H5N



Please write out number 2 again, unchanged.
Molecular formula: C25H25IN3O4STeW
Method: DFT, ωB97M-V with the def2-TZVPD basis set

Kohn-Sham gap (alpha / beta), eV: 6.6 / 7.0
M, g/mol: 901.90
Expectation value of S²: 2.026
E, eV: -67039.336

The geometry in ORCA input format:
```
! RIJCOSX wB97M-V def2-TZVPD def2/J DEFGRID3
* xyz 1 3
W -0.870 -0.257 -0.566
C 2.170 3.091 2.561
C 1.820 1.711 2.083
C 2.774 0.946 1.395
C 2.495 -0.335 0.970
C 1.244 -0.904 1.235
C 0.279 -0.155 1.917
C 0.576 1.153 2.321
H 2.492 3.722 1.729
H 2.998 3.053 3.270
H 1.325 3.570 3.052
H 3.755 1.370 1.210
H 3.257 -0.922 0.473
H 1.072 -1.954 1.034
H -0.641 -0.618 2.255
H -0.172 1.716 2.867
C 3.738 -2.636 -2.522
C 2.436 -1.942 -2.802
C 1.227 -2.490 -2.385
C 0.018 -1.852 -2.662
C 0.038 -0.606 -3.297
C 1.232 -0.053 -3.742
C 2.413 -0.736 -3.510
S -1.484 0.255 -3.592
O -2.332 -0.472 -4.477
O -1.177 1.630 -3.848
N -2.057 0.107 -2.040
C -3.391 0.620 -1.716
C -3.259 1.348 -0.385
O -3.990 2.202 0.009
O -2.168 0.945 0.319
H 3.587 -3.692 -2.307
H 4.235 -2.187 -1.659
H 4.417 -2.550 -3.369
H 1.211 -3.451 -1.886
H -0.923 -2.368 -2.514
H 1.223 0.900 -4.254
H 3.346 -0.322 -3.874
H -4.085 -0.216 -1.588
H -3.780 1.290 -2.481
I 3.412 4.265 -1.738
C 1.718 3.258 -1.167
C 0.563 3.781 -0.615
N -0.255 2.759 -0.364
N 0.298 1.584 -0.732
C 1.498 1.886 -1.227
H 0.281 4.795 -0.387
H -1.162 2.742 0.085
H 2.148 1.110 -1.590
Te -1.775 -2.699 0.169
C -2.413 -2.314 2.149
C -1.834 -3.017 3.200
C -2.243 -2.775 4.505
C -3.227 -1.831 4.762
C -3.806 -1.131 3.712
C -3.404 -1.373 2.406
H -1.064 -3.754 3.008
H -1.793 -3.328 5.318
H -3.546 -1.644 5.778
H -4.578 -0.398 3.906
H -3.870 -0.827 1.597
*
```



What is the E in the second record?
-67039.336 eV



Among the records above, which one has the highest M?
C25H25IN3O4STeW